#1
ORCA calculation (ωB97M-V/def2-TZVPD) on a cluster of 10 separate species, H20O10 in total.

* LUMO energy: -0.24 eV

ORCA input file:
```
! wB97M-V def2-TZVPD RIJCOSX def2/J DEFGRID3
* xyz 0 1
O -0.357 -0.322 -0.126
H -1.067 -0.403 -0.773
H 0.437 -0.214 -0.662
O 3.063 -0.122 -0.783
H 2.561 -0.906 -1.031
H 2.395 0.567 -0.695
O -1.004 3.465 2.144
H -0.977 2.798 2.839
H -1.010 4.302 2.623
O -0.088 1.793 -2.015
H 0.448 1.276 -2.627
H 0.497 2.506 -1.734
O 1.340 -2.213 1.058
H 1.446 -1.854 0.170
H 0.887 -1.512 1.541
O 4.078 -2.339 0.174
H 3.248 -2.588 0.596
H 3.901 -1.468 -0.198
O -2.681 0.491 -1.328
H -3.362 0.809 -0.725
H -1.903 1.012 -1.099
O -1.353 -3.836 0.502
H -2.284 -3.690 0.301
H -0.891 -3.502 -0.275
O -5.992 -0.481 0.025
H -6.344 -0.337 0.911
H -5.332 -1.174 0.145
O 3.547 2.327 0.138
H 3.992 3.182 0.158
H 2.805 2.435 0.743
*
```

Atom charges from the Löwdin analysis, given in e for atoms 1 to 6: -0.051, 0.009, 0.000, -0.047, 0.038, 0.027

---

#2
ORCA calculation (ωB97M-V/def2-TZVPD) on a cluster of 10 separate species, H20O10 in total.

* LUMO energy: -0.58 eV

ORCA input file:
```
! wB97M-V def2-TZVPD RIJCOSX def2/J DEFGRID3
* xyz 0 1
O 8.554 3.851 -7.177
H 8.920 3.463 -7.980
H 7.747 4.314 -7.469
O 5.932 4.186 -8.241
H 5.466 3.413 -7.892
H 5.525 4.361 -9.102
O 6.500 0.089 -8.374
H 6.438 0.799 -7.697
H 5.605 -0.026 -8.709
O 4.025 1.758 -5.083
H 4.287 1.595 -5.997
H 4.247 0.946 -4.612
O 2.829 2.844 -8.006
H 3.372 3.336 -8.647
H 2.183 2.364 -8.533
O 7.164 6.973 -6.741
H 6.529 6.924 -6.018
H 6.858 6.313 -7.374
O 7.793 3.695 -11.767
H 7.334 4.367 -11.227
H 7.552 3.897 -12.677
O 3.985 4.034 -10.342
H 4.144 4.850 -10.826
H 3.982 3.341 -11.015
O 6.788 1.769 -6.180
H 7.437 2.476 -6.362
H 6.642 1.795 -5.229
O 6.616 6.077 -10.656
H 5.998 6.363 -11.339
H 7.252 6.801 -10.575
*
```

Atom charges from the Löwdin analysis, given in e for atoms 1 to 6: -0.058, 0.059, 0.000, -0.047, 0.040, 0.003

---

Verdict on stability: #1 comes out at the bottom.

---

#1
ORCA calculation (ωB97M-V/def2-TZVPD) on a cluster of 10 separate species, H20O10 in total.

* LUMO energy: 0.02 eV

ORCA input file:
```
! wB97M-V def2-TZVPD RIJCOSX def2/J DEFGRID3
* xyz 0 1
O -1.484 3.964 3.399
H -2.196 3.446 3.773
H -1.113 3.405 2.717
O 3.236 5.754 0.935
H 2.567 6.044 0.314
H 3.453 4.864 0.655
O 4.238 1.353 -0.844
H 5.065 1.562 -0.411
H 4.479 0.737 -1.536
O 2.968 -2.210 -3.413
H 2.267 -1.559 -3.458
H 3.166 -2.413 -4.327
O -2.513 -3.191 -0.586
H -3.208 -3.684 -1.022
H -2.873 -2.980 0.276
O 0.313 0.827 0.657
H 1.225 0.906 0.378
H 0.058 -0.059 0.398
O -0.590 -0.053 -3.875
H -0.351 0.773 -4.295
H -1.529 0.025 -3.708
O -2.989 -2.684 3.221
H -3.260 -3.519 3.603
H -2.174 -2.467 3.673
O 1.490 -4.244 -0.355
H 1.984 -3.781 -1.032
H 0.602 -3.895 -0.424
O -4.472 1.363 1.804
H -3.592 1.235 1.450
H -4.768 0.482 2.035
*
```

Atom charges from the Löwdin analysis, given in e for atoms 1 to 6: -0.052, 0.026, 0.021, -0.052, 0.029, 0.022

---

#2
ORCA calculation (ωB97M-V/def2-TZVPD) on a structure of composition H20O10.

* LUMO energy: -0.42 eV

ORCA input file:
```
! wB97M-V def2-TZVPD RIJCOSX def2/J DEFGRID3
* xyz 0 1
H -0.146 -0.466 -0.457
H -0.662 -1.368 -1.566
H -1.441 2.837 -0.244
H -1.489 1.493 0.465
H -4.482 -2.622 0.368
H -4.898 -2.138 1.747
H 1.878 1.861 -1.101
H 2.114 0.958 0.099
H -4.326 2.662 -1.422
H -3.039 2.236 -2.108
H -0.306 -0.950 1.408
H 1.201 -0.752 1.404
H 4.505 -0.562 0.781
H 3.307 -1.198 1.468
H 1.283 1.696 1.782
H 0.370 2.707 2.457
H 1.275 -0.032 -2.036
H 2.115 -1.269 -2.306
H 1.975 -2.214 -0.715
H 0.642 -2.557 -0.070
O -0.519 -1.341 -0.613
O -1.896 1.988 -0.256
O -5.255 -2.509 0.932
O 2.582 1.468 -0.572
O -3.477 2.241 -1.249
O 0.445 -0.815 1.998
O 3.848 -1.260 0.673
O 1.279 2.387 2.455
O 2.093 -0.318 -2.459
O 1.024 -2.165 -0.863
*
```

Atom charges from the Löwdin analysis, given in e for atoms 1 to 6: 0.038, 0.094, 0.062, 0.035, 0.029, 0.031

---

#3
ORCA calculation (ωB97M-V/def2-TZVPD) on a structure of composition H20O10.

* LUMO energy: -0.62 eV

ORCA input file:
```
! wB97M-V def2-TZVPD RIJCOSX def2/J DEFGRID3
* xyz 0 1
O 1.044 -2.176 0.398
H 1.706 -1.894 1.029
H 1.252 -1.692 -0.401
O -2.199 0.173 -1.512
H -3.102 0.164 -1.192
H -2.155 -0.559 -2.127
O 1.187 0.052 -2.712
H 1.397 0.345 -3.599
H 1.102 0.860 -2.206
O 1.939 -0.768 2.077
H 2.754 -0.449 1.689
H 1.278 -0.133 1.800
O 0.963 0.911 0.885
H 1.140 1.694 0.364
H 0.209 1.146 1.425
O 0.511 1.908 -2.076
H -0.328 2.203 -2.428
H 0.512 2.214 -1.169
O -1.573 1.220 1.066
H -1.041 0.710 0.455
H -0.949 1.538 1.719
O -1.428 -1.686 0.606
H -0.991 -2.522 0.443
H -0.910 -1.046 0.118
O -0.523 -0.549 2.265
H -1.007 -1.135 2.848
H -0.566 -0.974 1.408
O -0.334 -0.111 -0.257
H 0.428 0.247 0.199
H -0.318 0.309 -1.117
*
```

Atom charges from the Löwdin analysis, given in e for atoms 1 to 6: -0.044, -0.013, 0.047, -0.009, 0.073, 0.072

---

Verdict on stability: #3 comes out at the bottom.

---

#1
ORCA calculation (ωB97M-V/def2-TZVPD) on a cluster of 10 separate species, H20O10 in total.

* LUMO energy: -0.24 eV

ORCA input file:
```
! wB97M-V def2-TZVPD RIJCOSX def2/J DEFGRID3
* xyz 0 1
O 0.039 -0.869 1.309
H 0.287 0.051 1.164
H -0.606 -0.829 2.024
O -3.877 0.414 -1.497
H -4.614 -0.057 -1.902
H -3.897 0.133 -0.575
O 4.910 0.622 2.890
H 4.002 0.401 2.652
H 5.390 0.572 2.056
O -2.305 1.180 2.977
H -1.736 1.813 3.428
H -1.728 0.429 2.801
O 0.755 1.588 1.487
H 0.862 2.515 1.243
H -0.178 1.513 1.718
O 1.521 -1.495 -0.874
H 1.991 -1.098 -0.133
H 0.595 -1.467 -0.606
O -0.071 -3.374 -2.207
H 0.556 -3.957 -1.766
H -0.928 -3.641 -1.856
O -0.607 1.206 -2.537
H -0.567 0.732 -3.375
H -1.460 0.953 -2.165
O -2.676 0.925 0.670
H -2.456 1.776 1.065
H -1.982 0.782 0.018
O 2.698 -0.590 -2.610
H 2.419 0.316 -2.783
H 3.661 -0.544 -2.616
*
```

Atom charges from the Löwdin analysis, given in e for atoms 1 to 6: -0.049, -0.029, 0.033, -0.068, 0.042, 0.012

---

#2
ORCA calculation (ωB97M-V/def2-TZVPD) on a cluster of 10 separate species, H20O10 in total.

* LUMO energy: -0.19 eV

ORCA input file:
```
! wB97M-V def2-TZVPD RIJCOSX def2/J DEFGRID3
* xyz 0 1
O -0.222 0.353 2.660
H 0.266 -0.135 3.323
H -0.295 1.238 3.018
O 0.404 3.293 -0.816
H -0.126 3.637 -1.535
H 0.476 2.356 -0.998
O -2.804 1.922 0.618
H -1.939 1.679 0.289
H -3.385 1.232 0.295
O 1.074 1.330 -3.787
H 0.939 0.911 -4.637
H 0.447 0.901 -3.205
O 1.608 -1.308 -1.043
H 2.446 -1.083 -1.447
H 1.193 -1.903 -1.667
O -0.038 0.561 -0.112
H 0.533 -0.118 -0.471
H -0.025 0.410 0.833
O 2.796 0.679 1.134
H 3.038 -0.244 1.059
H 2.538 0.786 2.050
O -1.738 -1.051 -2.049
H -1.580 -0.768 -1.148
H -2.546 -1.563 -2.001
O 0.759 -2.515 1.619
H 0.753 -2.055 0.780
H 0.963 -3.423 1.394
O -2.229 -1.650 1.912
H -1.570 -1.026 2.217
H -1.733 -2.445 1.716
*
```

Atom charges from the Löwdin analysis, given in e for atoms 1 to 6: -0.028, 0.068, 0.082, -0.058, 0.031, -0.019

---

Verdict on stability: #1 comes out at the bottom.